Record 1
Molecular formula: C33H55HoNP2
Method: DFT, ωB97M-V/def2-TZVPD

The calculation puts the relative energy (zero: lowest compared OMol25 entry of this formula, charge and spin) at 0.0 kJ/mol. The electronic energy is -2975.69334 Eh. The value obtained for the HOMO energy (spin up / spin down) is -10.090 / -10.080 eV. For the frontier orbital gap (spin up / spin down), the calculation gives 7.438 / 7.540 eV. As for the max |F|: 2.343 eV/Å. For the LUMO energy (spin up / spin down), the calculation gives -2.65 / -2.54 eV. The spin multiplicity is 5. Its charge is +1.

Geometry (Å):
Ho: -0.369 0.202 1.157
P: -1.135 1.004 -1.405
P: 1.952 -0.245 -0.292
N: -5.050 -1.495 2.151
C: -1.385 2.283 2.273
C: 5.916 1.078 -3.355
C: 2.907 -0.430 -5.129
C: 1.730 0.918 3.889
C: -1.897 -4.547 1.384
C: 4.255 -1.103 -4.729
C: -1.915 1.184 3.022
C: -0.813 2.671 -2.098
C: 1.421 -0.251 -2.076
C: 0.384 1.222 3.337
C: -2.967 -2.388 1.102
C: -2.208 3.313 1.584
C: 3.359 0.924 -0.193
C: -6.304 -0.775 1.922
C: -1.750 -1.764 1.342
C: -0.980 -0.527 4.705
C: 4.566 -1.061 -3.264
C: -3.011 -3.794 1.026
C: 3.602 1.828 -4.218
C: 0.947 3.385 1.985
C: 2.658 0.925 -4.537
C: -5.290 -2.729 2.887
C: -2.857 0.614 -1.900
C: 2.657 -1.913 0.023
C: 5.306 -0.102 -2.661
C: -3.346 0.910 3.294
C: -0.072 -0.144 -2.426
C: 0.026 2.327 2.491
C: -0.678 -2.504 1.849
C: -4.249 -1.622 0.927
C: 5.072 1.709 -4.503
C: -0.732 -3.923 1.823
C: -0.824 0.535 3.683
H: -3.044 2.852 1.045
H: -4.359 -3.127 3.308
H: 1.605 1.222 -4.485
H: 1.920 -0.163 3.880
H: 2.994 1.952 -0.302
H: -6.971 -1.324 1.229
H: 3.836 0.836 0.791
H: 3.504 -2.166 -0.637
H: 2.857 -0.374 -6.230
H: 2.517 1.413 3.307
H: -3.024 0.788 -2.977
H: -1.418 -0.103 5.620
H: 6.118 1.865 -2.612
H: 1.827 1.254 4.933
H: 4.191 -2.162 -5.032
H: 2.999 -1.955 1.070
H: 1.979 3.018 1.916
H: 5.465 2.726 -4.671
H: -3.942 -4.282 0.712
H: 0.639 3.735 0.989
H: -2.639 4.032 2.298
H: -1.645 -1.336 4.374
H: 5.060 -0.658 -5.329
H: 0.214 -2.043 2.309
H: -0.915 2.683 -3.194
H: -6.830 -0.660 2.882
H: 5.646 -0.261 -1.635
H: 1.834 -1.153 -2.540
H: 3.304 2.797 -3.799
H: -4.036 -0.599 0.585
H: -3.085 -0.440 -1.664
H: 5.259 1.154 -5.432
H: 1.864 -2.670 -0.091
H: -0.194 0.173 -3.472
H: -3.618 -0.138 3.120
H: -1.518 3.394 -1.660
H: -0.011 -0.963 4.974
H: 0.206 2.982 -1.825
H: -6.098 0.218 1.501
H: 1.971 0.584 -2.522
H: -3.601 1.138 4.341
H: -5.762 -3.507 2.255
H: 4.127 0.763 -0.956
H: -1.954 -5.638 1.334
H: -5.982 -2.497 3.709
H: 4.286 -1.954 -2.702
H: 2.086 -1.102 -4.833
H: 0.957 4.268 2.644
H: -1.606 3.881 0.865
H: 6.901 0.805 -3.771
H: -4.860 -2.113 0.146
H: -3.997 1.521 2.658
H: -0.549 -1.129 -2.331
H: -3.559 1.242 -1.323
H: 0.130 -4.502 2.159

Record 2
Molecular formula: C33H55N2O26P
Method: DFT, ωB97M-V/def2-TZVPD

The electronic energy is -3697.52070 Eh. The value obtained for the HOMO energy is -9.106 eV. For the frontier orbital gap, the calculation gives 9.175 eV. As for the max |F|: 2.593 eV/Å. For the LUMO energy, the calculation gives 0.07 eV. As for the SMILES: C[C@@H]1COC(=O)O1.C[C@@H]1COC(=O)O1.C[C@@H]1COC(=O)O1.C[C@@H]1COC(=O)O1.C[C@@H]1COC(=O)O1.C[C@@H]1COC(=O)O1.C[C@@H]1COC(=O)O1.C[C@@H]1COC(=O)O1.NC[PH3]ON=O.

Geometry (Å):
P: -4.956 -2.020 -3.367
O: 7.255 -3.407 4.262
O: 4.133 10.095 0.192
O: -8.659 -9.652 -2.896
O: 1.928 -6.030 -2.370
O: 3.962 -8.246 2.273
O: 4.174 7.877 -0.220
O: 1.611 -3.968 -1.511
O: -0.531 11.033 1.388
O: 1.962 4.504 1.193
O: -1.538 12.365 2.885
O: 0.096 -0.444 -3.825
O: 2.889 2.449 1.215
O: 1.181 2.917 -0.184
O: -0.007 -5.538 -1.359
O: -7.237 -3.798 -3.256
O: -0.487 0.002 -1.712
O: -6.716 -1.755 -3.516
O: 2.213 8.981 -0.104
O: 1.988 -7.155 2.384
O: -7.837 -8.071 -1.539
O: 3.904 -6.031 2.708
O: 5.875 -2.261 2.892
O: 7.108 -3.973 2.101
O: -7.041 -10.178 -1.415
O: 0.619 11.778 3.180
O: -2.034 0.113 -3.348
N: -2.967 -3.900 -3.404
N: -7.435 -2.704 -2.842
C: -1.096 -7.716 -1.275
C: 3.101 11.076 0.025
C: -0.914 -0.087 -2.994
C: 2.862 -5.060 2.542
C: -7.772 -9.380 -1.902
C: 7.898 -4.680 4.116
C: 1.308 -0.349 -3.066
C: -3.853 12.303 2.134
C: -8.608 -7.402 -2.545
C: 3.078 -3.860 3.432
C: 0.257 4.008 -0.226
C: 3.347 -7.243 2.438
C: 8.221 -4.683 2.649
C: 1.876 10.285 0.389
C: -1.933 11.024 1.092
C: -9.510 -8.509 -3.013
C: 1.643 -5.860 2.886
C: 1.109 5.154 0.243
C: 3.568 8.885 -0.060
C: 1.678 -0.003 -0.592
C: 1.217 -7.260 -2.197
C: -0.199 -6.780 -2.052
C: 0.815 -0.608 -1.674
C: 1.216 -5.072 -1.727
C: 9.104 -4.799 5.018
C: -9.335 -6.204 -1.981
C: -0.385 11.732 2.548
C: 0.333 6.284 0.878
C: 6.668 -3.128 3.068
C: 3.337 12.286 0.898
C: -2.395 12.300 1.738
C: -3.105 -2.428 -3.124
C: 2.092 3.215 0.785
H: -0.700 -7.900 -0.274
H: 2.035 -1.087 -3.400
H: 0.745 -5.479 2.402
H: 2.262 -3.143 3.328
H: 1.354 -7.914 -3.057
H: 1.724 0.654 -3.201
H: 7.165 -5.454 4.365
H: 8.284 -5.688 2.233
H: -9.947 -5.724 -2.746
H: 4.014 -3.365 3.174
H: 1.229 -0.166 0.389
H: 1.600 -7.758 -1.302
H: -2.103 11.011 0.016
H: -3.855 -4.370 -3.218
H: 8.805 -4.721 6.064
H: -1.204 -8.670 -1.792
H: -4.076 11.482 2.819
H: 9.135 -4.135 2.405
H: -8.621 -5.474 -1.600
H: 3.155 -4.158 4.481
H: 2.675 -0.446 -0.595
H: 2.526 13.008 0.792
H: 1.768 1.079 -0.722
H: -2.176 13.169 1.108
H: -7.922 -7.084 -3.336
H: 3.088 11.371 -1.030
H: -2.816 -2.291 -2.056
H: 1.464 -5.944 3.962
H: -0.341 6.748 0.157
H: 9.816 -3.993 4.831
H: 1.017 7.045 1.255
H: -4.103 13.226 2.657
H: -9.842 -8.375 -4.042
H: 1.708 10.216 1.463
H: 4.276 12.773 0.626
H: -0.575 3.782 0.446
H: -9.975 -6.488 -1.143
H: -0.127 4.154 -1.235
H: -4.495 12.214 1.256
H: -2.452 -1.835 -3.772
H: 9.607 -5.756 4.870
H: -0.647 -6.554 -3.025
H: -10.381 -8.659 -2.370
H: -2.374 10.128 1.537
H: 3.421 12.002 1.949
H: 0.676 -1.677 -1.493
H: -4.690 -0.662 -3.667
H: 0.981 10.659 -0.090
H: -0.250 5.931 1.732
H: 2.855 -4.754 1.490
H: -4.955 -2.942 -4.457
H: -5.167 -2.361 -2.003
H: 1.740 5.540 -0.564
H: -2.324 -4.312 -2.729
H: -2.087 -7.276 -1.147

Record 3
Molecular formula: C33H56FNO22PS
Method: DFT, ωB97M-V/def2-TZVPD

The calculation puts the relative energy (zero: lowest compared OMol25 entry of this formula, charge and spin) at 0.0 kJ/mol. The electronic energy is -3840.59320 Eh. The value obtained for the HOMO energy is -5.008 eV. For the frontier orbital gap, the calculation gives 6.887 eV. As for the max |F|: 2.253 eV/Å. For the LUMO energy, the calculation gives 1.88 eV. Its charge is -1.

Geometry (Å):
S: 1.589 -1.508 3.083
P: -2.309 -0.104 0.406
F: -3.232 2.759 -0.090
O: 3.046 -0.022 -9.470
O: 2.873 -1.503 4.027
O: 6.728 2.083 3.602
O: 2.006 -1.072 1.783
O: 0.086 -5.697 -6.645
O: 2.296 1.259 -11.172
O: -1.135 -6.962 -8.064
O: -2.054 -5.738 -6.403
O: -5.506 -4.606 5.430
O: -0.741 4.165 1.361
O: -0.015 1.332 -0.704
O: 0.767 2.771 -2.267
O: 3.033 4.327 8.031
O: 1.017 -2.824 3.109
O: 1.152 3.116 0.835
O: 5.270 4.203 7.744
O: 4.545 1.933 3.014
O: 5.989 3.281 1.954
O: 4.506 4.690 9.704
O: -7.615 -4.155 5.569
O: 0.951 0.477 -9.536
O: -6.415 -3.224 3.897
N: -1.398 1.187 1.086
C: -2.034 2.715 -0.806
C: -0.070 3.269 0.824
C: -0.221 -1.388 -4.857
C: -1.043 -6.207 -7.130
C: 0.016 0.966 -4.315
C: -0.913 2.155 0.092
C: -0.150 1.134 -10.165
C: -1.820 1.768 2.360
C: 0.313 1.717 -1.944
C: 0.556 1.061 3.167
C: -8.765 -3.474 5.068
C: -4.861 -1.239 0.523
C: 0.098 0.642 -2.962
C: -0.703 1.871 3.432
C: -1.683 -1.582 1.286
C: -3.341 -6.202 -6.811
C: 3.397 4.925 10.572
C: 5.646 2.386 2.869
C: 6.485 1.116 4.618
C: -4.244 -4.442 4.771
C: 2.115 0.634 -10.160
C: 4.892 3.679 1.105
C: -6.502 -3.926 4.868
C: 1.267 -6.112 -7.331
C: 4.359 0.064 -10.025
C: 5.051 3.880 6.366
C: -4.025 -0.065 1.060
C: -1.820 4.077 -1.422
C: 0.008 -0.691 -2.557
C: 4.157 4.399 8.447
C: 0.464 -0.347 3.798
C: -0.153 -1.707 -3.500
C: -0.152 -0.053 -5.251
H: 4.383 -0.366 -11.024
H: 0.853 1.046 2.127
H: -3.934 -3.399 4.791
H: -3.529 -5.043 5.325
H: -0.209 -2.742 -3.200
H: -3.985 -0.181 2.149
H: 2.811 5.774 10.226
H: -2.641 1.202 2.797
H: 0.091 1.997 -4.622
H: -0.608 -1.637 1.170
H: 6.164 0.168 4.189
H: 4.498 2.826 0.559
H: 0.766 -0.224 4.835
H: -2.003 -1.643 2.328
H: -8.618 -2.396 5.096
H: -0.199 0.183 -6.304
H: -8.988 -3.793 4.051
H: -0.400 2.914 3.409
H: 1.235 -5.800 -8.373
H: -0.544 -0.739 3.789
H: 2.097 -5.621 -6.832
H: 4.099 4.137 1.690
H: -1.022 0.922 -9.553
H: -3.554 -5.894 -7.833
H: -5.720 -1.351 1.176
H: 2.767 4.041 10.640
H: -0.325 -2.177 -5.584
H: 5.743 1.471 5.324
H: -2.213 1.998 -1.608
H: 1.367 1.555 3.699
H: -3.404 -7.285 -6.725
H: -4.058 -5.742 -6.137
H: 4.534 4.691 5.857
H: -4.536 0.875 0.886
H: 6.031 3.748 5.918
H: -1.380 4.794 -0.740
H: -0.308 0.743 -11.169
H: -1.231 4.038 -2.331
H: -5.157 -1.034 -0.499
H: -4.298 -4.796 3.744
H: 0.067 -0.959 -1.517
H: 5.297 4.405 0.406
H: -2.219 2.760 2.203
H: -9.590 -3.744 5.721
H: 5.006 -0.509 -9.367
H: -2.802 4.451 -1.707
H: 3.816 5.148 11.549
H: -1.092 1.674 4.430
H: 0.014 2.209 -10.202
H: 4.696 1.098 -10.054
H: -2.101 -2.448 0.779
H: 1.390 -7.191 -7.265
H: -4.290 -2.158 0.609
H: 7.426 0.963 5.141
H: 3.575 -1.109 3.485
H: 4.480 2.959 6.277

The highest max |F| belongs to which entry?
C33H55N2O26P